{"formula": "C2H3ClOS", "method": "ωB97M-V/def2-TZVPD", "lumo_energy_ev": -0.6748, "spin_multiplicity": 1, "e_above_lowest_kj_mol": 249.8, "homo_energy_ev": -7.7050, "max_force_ev_per_a": 3.0, "species": ["C", "C", "O", "S", "Cl", "H", "H", "H"], "xyz": [[0.912, 0.599, 0.143], [-0.242, 0.252, 0.880], [1.759, 1.157, -0.386], [0.505, -1.677, -1.697], [-1.214, -0.558, -1.916], [-1.102, -0.062, 0.051], [0.053, -0.664, 1.386], [-0.671, 0.955, 1.540]], "mulliken_charge": [0.5445, -0.7156, -0.1670, -0.3667, -0.2742, 0.2939, 0.3381, 0.3470]}